No. 1
# C5H14

A cluster of 2 separate species, C5H14 in total at a distorted geometry (ωB97M-V/def2-TZVPD, the OMol25 dataset).

CARTESIAN COORDINATES (ANGSTROEM)
C  1.6870  -0.9027  -2.7347
C  0.5323  -1.1025  -1.7161
C  0.8666  -0.4158  -0.3974
H  2.3258  -1.7694  -2.9206
H  1.1640  -0.6260  -3.6292
H  2.3393  -0.0481  -2.4841
H  -0.4594  -0.9535  -2.1815
H  0.5482  -2.2054  -1.5176
H  1.2371  0.5901  -0.5884
H  -0.0188  -0.3437  0.2088
H  1.5339  -1.0966  0.1395
C  -1.7178  0.7687  3.0117
C  -1.2987  1.5499  1.6925
H  -2.7673  0.8296  3.2333
H  -1.6431  -0.2848  2.8528
H  -0.9744  1.0688  3.7556
H  -1.1552  2.6023  1.9110
H  -1.9856  1.5845  0.8440
H  -0.3421  1.2299  1.2483

Forces on atoms 1 to 6 (eV/Å):
-0.491 0.693 0.076
1.117 -2.030 -0.105
-0.875 -0.607 -0.409
-0.246 0.036 0.129
0.310 0.027 -1.003
-0.271 -0.343 0.066

- Spin multiplicity: 1
- Energy relative to the best compared isomer or geometry (same formula, charge and spin): 0.832 eV
- Highest occupied orbital energy: -0.40867 Ha
- Calculated total energy: -198.85858 Eh
- Max |F|: 0.0484 Eh/bohr
- Kohn-Sham gap: 12.258 eV
- Structure (SMILES): CCC.CC

No. 2
# C5H14

A cluster of 2 separate species, C5H14 in total at a distorted geometry (ωB97M-V/def2-TZVPD, the OMol25 dataset).

CARTESIAN COORDINATES (ANGSTROEM)
C  2.7766  1.4196  0.0650
C  1.6195  0.3636  -0.0139
C  0.9774  0.1133  -1.3929
H  3.2200  1.0511  0.9991
H  2.4772  2.4467  0.0487
H  3.6145  1.2119  -0.6062
H  1.8052  -0.5982  0.4588
H  0.9222  0.9623  0.6042
H  0.0163  -0.3688  -1.2752
H  0.9854  1.0856  -1.8766
H  1.6508  -0.5543  -1.9440
C  -1.9285  -1.2445  0.4412
C  -3.1547  -0.4435  0.8291
H  -0.9695  -0.8774  0.8118
H  -1.8318  -2.2685  0.8535
H  -1.8186  -1.3889  -0.6349
H  -4.0058  -1.0324  0.4739
H  -3.1008  0.4811  0.2538
H  -3.2555  -0.3588  1.9044

Forces on atoms 1 to 6 (eV/Å):
1.072 -3.390 0.252
-1.011 1.949 -0.336
1.560 0.152 0.787
0.089 1.236 0.371
-0.216 0.385 0.096
-0.283 0.300 -0.543

- Spin multiplicity: 1
- Energy relative to the best compared isomer or geometry (same formula, charge and spin): 0.821 eV
- Highest occupied orbital energy: -0.40406 Ha
- Calculated total energy: -198.85898 Eh
- Max |F|: 0.0693 Eh/bohr
- Kohn-Sham gap: 12.132 eV
- Structure (SMILES): CCC.CC

No. 3
# C5H14

A cluster of 2 separate species, C5H14 in total at a distorted geometry (ωB97M-V/def2-TZVPD, the OMol25 dataset).

CARTESIAN COORDINATES (ANGSTROEM)
C  -2.4920  0.0153  1.0979
C  -1.3630  0.5546  0.0463
C  -1.9361  0.2938  -1.2872
H  -3.4243  0.3632  0.7101
H  -2.4106  0.4993  2.0703
H  -2.4449  -1.0333  1.3292
H  -1.2208  1.7479  0.2793
H  -0.3521  0.0782  0.2696
H  -1.2209  0.3878  -2.0465
H  -2.5007  -0.7254  -1.4345
H  -2.8646  0.8996  -1.6832
C  3.2964  -0.2527  0.6112
C  2.2034  -0.5529  -0.4144
H  4.2076  0.1562  0.0390
H  3.1475  0.5588  1.4067
H  3.5962  -1.0819  1.2358
H  1.5227  -1.3513  -0.1618
H  1.5978  0.3306  -0.7252
H  2.6582  -0.8880  -1.3427

Forces on atoms 1 to 6 (eV/Å):
2.121 1.738 -0.046
-0.741 1.459 3.644
-3.684 -1.118 -2.163
-0.832 -0.302 -0.319
0.281 0.182 0.090
-0.103 -0.582 -0.552

- Spin multiplicity: 1
- Energy relative to the best compared isomer or geometry (same formula, charge and spin): 1.375 eV
- Highest occupied orbital energy: -0.39842 Ha
- Calculated total energy: -198.83864 Eh
- Max |F|: 0.0859 Eh/bohr
- Kohn-Sham gap: 11.950 eV
- Structure (SMILES): CCC.CC

No. 4
# C5H14

A cluster of 2 separate species, C5H14 in total at a distorted geometry (ωB97M-V/def2-TZVPD, the OMol25 dataset).

CARTESIAN COORDINATES (ANGSTROEM)
C  -1.7961  -2.2401  -0.3608
C  -0.5738  -1.3305  -0.0687
C  0.6403  -2.0390  0.4860
H  -2.5469  -2.1728  0.4176
H  -2.2373  -1.9694  -1.3212
H  -1.5639  -3.3007  -0.4898
H  -0.3727  -0.7799  -0.9805
H  -0.9441  -0.7041  0.7429
H  1.5458  -1.9685  -0.1334
H  1.0451  -1.5561  1.3842
H  0.5279  -3.0974  0.7197
C  1.2163  3.2492  -0.0511
C  0.3460  1.9953  -0.0708
H  2.1050  3.1472  -0.6669
H  0.7007  4.1119  -0.4874
H  1.5805  3.5201  0.9383
H  -0.5366  2.0510  -0.7051
H  -0.1451  1.9269  0.9071
H  1.0088  1.1569  -0.2603

Forces on atoms 1 to 6 (eV/Å):
0.323 -0.365 -0.673
-1.251 -0.867 0.543
1.842 0.074 0.259
-0.170 0.033 0.065
-0.280 0.198 0.161
0.302 0.039 0.204

- Spin multiplicity: 1
- Energy relative to the best compared isomer or geometry (same formula, charge and spin): 0.649 eV
- Highest occupied orbital energy: -0.41058 Ha
- Calculated total energy: -198.86529 Eh
- Max |F|: 0.0362 Eh/bohr
- Kohn-Sham gap: 12.238 eV
- Structure (SMILES): CCC.CC

No. 5
# C5H14

A cluster of 2 separate species, C5H14 in total at a distorted geometry (ωB97M-V/def2-TZVPD, the OMol25 dataset).

CARTESIAN COORDINATES (ANGSTROEM)
C  1.4538  -1.8344  -0.8591
C  0.0260  -1.3734  -1.1300
C  -0.1725  -0.5416  -2.3833
H  1.9894  -1.0737  -0.2706
H  2.0532  -1.9196  -1.7641
H  1.4741  -2.6865  -0.1868
H  -0.6544  -2.2183  -1.0492
H  -0.3277  -0.7836  -0.2701
H  0.5970  0.2099  -2.5495
H  -0.2555  -1.2037  -3.2443
H  -1.1378  -0.0358  -2.3467
C  0.0849  1.4459  1.9419
C  -1.3508  1.9520  2.1285
H  0.8245  1.9627  2.5474
H  0.1308  0.3574  2.0535
H  0.3916  1.6151  0.9117
H  -1.9889  1.4292  1.4199
H  -1.4386  3.0156  1.9241
H  -1.6991  1.6827  3.1267

Forces on atoms 1 to 6 (eV/Å):
0.318 1.101 0.662
-0.241 0.417 1.140
-0.698 -0.490 -0.207
-0.152 0.111 -0.215
-0.126 -0.648 -0.049
0.118 -0.496 -0.438

- Spin multiplicity: 1
- Energy relative to the best compared isomer or geometry (same formula, charge and spin): 0.284 eV
- Highest occupied orbital energy: -0.40398 Ha
- Calculated total energy: -198.87872 Eh
- Max |F|: 0.0257 Eh/bohr
- Kohn-Sham gap: 12.086 eV
- Structure (SMILES): CCC.CC

No. 6
# C5H14

A cluster of 2 separate species, C5H14 in total at a distorted geometry (ωB97M-V/def2-TZVPD, the OMol25 dataset).

CARTESIAN COORDINATES (ANGSTROEM)
C  -1.2759  -1.3000  1.3785
C  -1.3377  -0.0177  0.5252
C  -2.0861  -0.3413  -0.8581
H  -2.1535  -1.5723  1.8529
H  -0.4514  -1.3013  2.1760
H  -1.0334  -2.3413  0.9514
H  -1.8172  0.7455  1.0959
H  -0.4211  0.4860  0.2159
H  -2.4512  0.4343  -1.4188
H  -1.5451  -1.0443  -1.5241
H  -2.9348  -1.0094  -0.4818
C  2.4608  1.6427  -0.3253
C  1.9379  0.3212  -0.6944
H  1.6960  1.8360  0.4601
H  3.5258  1.7706  -0.0415
H  2.2542  2.4412  -1.1426
H  2.5339  -0.2710  -1.3668
H  1.0217  0.0699  -0.8831
H  2.0771  -0.5490  0.0806

Forces on atoms 1 to 6 (eV/Å):
3.987 -1.438 0.097
-0.119 -1.058 -2.373
-0.113 -3.679 3.360
-2.139 0.296 1.131
-1.213 0.584 -0.814
-0.071 1.804 -0.688

- Spin multiplicity: 1
- Energy relative to the best compared isomer or geometry (same formula, charge and spin): 2.258 eV
- Highest occupied orbital energy: -0.39353 Ha
- Calculated total energy: -198.80617 Eh
- Max |F|: 0.1551 Eh/bohr
- Kohn-Sham gap: 11.791 eV
- Structure (SMILES): CCC.CC

No. 7
# C5H14

A cluster of 2 separate species, C5H14 in total at a distorted geometry (ωB97M-V/def2-TZVPD, the OMol25 dataset).

CARTESIAN COORDINATES (ANGSTROEM)
C  0.5117  -1.8906  -1.5334
C  1.5523  -0.9316  -2.1055
H  0.8708  -2.9117  -1.5238
H  0.3200  -1.5284  -0.5091
H  -0.4139  -2.0026  -2.0949
H  2.1014  -1.3667  -2.9315
H  2.2898  -0.6820  -1.3260
H  1.0859  -0.0034  -2.4464
C  -1.0309  0.5550  1.1325
C  -0.8242  0.9455  2.5110
C  -0.3275  1.4146  0.0669
H  -0.7041  -0.5041  0.8183
H  -2.1242  0.4157  0.9899
H  0.2509  0.8502  2.7535
H  -1.5575  0.5260  3.1998
H  -0.6210  1.0541  -0.9102
H  -0.7010  2.4360  0.1845
H  -0.8477  2.0532  2.6633
H  0.7448  1.3978  0.2162

Forces on atoms 1 to 6 (eV/Å):
0.238 0.004 -0.344
-0.165 0.212 0.299
0.369 -0.154 0.600
-0.389 -0.430 0.170
-0.155 0.620 -0.024
0.032 -0.073 -0.223

- Spin multiplicity: 2
- Energy relative to the best compared isomer or geometry (same formula, charge and spin): 0.310 eV
- Expectation value of S²: 0.753
- Highest occupied orbital energy (alpha / beta): -0.56450 / -0.56366 Ha
- Calculated total energy: -198.47557 Eh
- Total charge: +1
- Max |F|: 0.0264 Eh/bohr
- Kohn-Sham gap (alpha / beta): 12.281 / 4.642 eV

No. 8
# C5H14

A cluster of 2 separate species, C5H14 in total at a distorted geometry (ωB97M-V/def2-TZVPD, the OMol25 dataset).

CARTESIAN COORDINATES (ANGSTROEM)
C  1.7555  -1.1485  1.6300
C  0.6747  -0.7452  2.6167
H  2.3792  -1.7618  2.1838
H  1.3185  -1.8404  0.9202
H  2.1915  -0.3412  1.0434
H  0.3360  -1.5816  3.2690
H  1.0788  0.0080  3.3435
H  -0.2918  -0.2044  2.0999
C  -1.3229  0.5453  -2.1281
C  -1.5393  0.2493  -0.8003
C  0.1284  1.0812  -2.0337
H  -1.3684  -0.0438  -3.0693
H  -1.9199  1.3675  -2.4334
H  -2.6190  0.3809  -0.4315
H  0.7050  0.3429  -1.5052
H  -1.0298  1.0396  -0.2264
H  -1.5385  -0.7471  -0.2605
H  0.7990  1.3810  -2.9170
H  0.2630  2.0182  -1.3012

Forces on atoms 1 to 6 (eV/Å):
-2.304 0.178 -0.859
-1.759 2.091 0.272
2.142 -0.704 0.756
-0.155 -0.205 -0.455
0.353 0.020 0.502
0.016 0.438 -0.826

- Spin multiplicity: 2
- Energy relative to the best compared isomer or geometry (same formula, charge and spin): 2.128 eV
- Expectation value of S²: 0.753
- Highest occupied orbital energy (alpha / beta): -0.53844 / -0.53719 Ha
- Calculated total energy: -198.40876 Eh
- Total charge: +1
- Max |F|: 0.0920 Eh/bohr
- Kohn-Sham gap (alpha / beta): 11.465 / 3.763 eV

No. 9
# C5H14

A cluster of 2 separate species, C5H14 in total at a distorted geometry (ωB97M-V/def2-TZVPD, the OMol25 dataset).

CARTESIAN COORDINATES (ANGSTROEM)
C  1.5762  0.2025  0.4160
C  2.9597  -0.3967  0.7803
C  0.8210  -0.9058  -0.2707
H  1.1490  0.6405  1.3250
H  1.5145  1.0303  -0.3037
H  3.4019  0.2718  1.5254
H  3.5916  -0.3939  -0.1009
H  0.9753  -1.0087  -1.3481
H  0.9774  -1.8522  0.2494
H  2.8568  -1.3962  1.2057
H  -0.2652  -0.5269  -0.2669
C  -2.3369  1.2884  -0.5649
C  -2.4423  -0.1840  -0.3073
H  -2.3669  1.6874  -1.5677
H  -3.1267  1.7637  0.0259
H  -1.5071  1.7306  0.0002
H  -3.2698  -0.6519  -0.8946
H  -2.8448  -0.3552  0.6891
H  -1.6636  -0.9438  -0.5923

Forces on atoms 1 to 6 (eV/Å):
-0.911 1.048 -0.544
0.199 0.172 0.319
0.751 -0.850 0.060
0.004 -0.257 0.176
0.451 0.025 0.194
-0.158 -0.083 0.065

- Spin multiplicity: 2
- Energy relative to the best compared isomer or geometry (same formula, charge and spin): 0.423 eV
- Expectation value of S²: 0.754
- Highest occupied orbital energy (alpha / beta): -0.58110 / -0.56892 Ha
- Calculated total energy: -198.47141 Eh
- Total charge: +1
- Max |F|: 0.0404 Eh/bohr
- Kohn-Sham gap (alpha / beta): 13.077 / 5.409 eV

No. 10
# C5H14

A cluster of 2 separate species, C5H14 in total at a distorted geometry (ωB97M-V/def2-TZVPD, the OMol25 dataset).

CARTESIAN COORDINATES (ANGSTROEM)
C  0.4147  -1.1483  1.3996
C  0.3175  -1.9768  0.0328
C  1.8881  -0.8076  1.6739
H  -0.2400  -0.2270  1.4309
H  -0.0282  -1.7582  2.2701
H  -0.5797  -1.7515  -0.4083
H  0.2199  -2.9978  0.1288
H  2.0025  -0.6210  2.7657
H  2.5289  -1.5954  1.4170
H  1.1780  -1.6398  -0.6406
H  2.2279  0.1476  1.2730
C  -0.7436  1.4394  -0.9803
C  -1.8288  2.1610  -1.8342
H  -0.3818  0.4695  -1.2711
H  0.1478  2.1122  -0.9185
H  -1.0091  1.1858  0.0341
H  -2.5577  2.7227  -1.1783
H  -2.3251  1.4611  -2.5805
H  -1.2312  2.8242  -2.6142

Forces on atoms 1 to 6 (eV/Å):
1.252 0.325 -0.575
3.923 2.047 1.140
-2.049 0.632 -0.198
0.515 -0.316 0.579
-0.554 -0.022 -1.016
-3.005 1.354 -0.747

- Spin multiplicity: 2
- Energy relative to the best compared isomer or geometry (same formula, charge and spin): 1.346 eV
- Expectation value of S²: 0.753
- Highest occupied orbital energy (alpha / beta): -0.54325 / -0.54186 Ha
- Calculated total energy: -198.43748 Eh
- Total charge: +1
- Max |F|: 0.0889 Eh/bohr
- Kohn-Sham gap (alpha / beta): 11.787 / 3.622 eV

No. 11
# C5H14AsBF6N2O

A structure of composition C5H14AsBF6N2O at a distorted geometry (ωB97M-V/def2-TZVPD, the OMol25 dataset).

CARTESIAN COORDINATES (ANGSTROEM)
N  -3.2002  -0.9113  -0.5209
B  -1.7625  -0.6325  -0.2442
O  -0.9076  -1.7349  -0.0700
C  -1.1174  0.8552  -0.1786
C  0.3254  0.7529  0.4714
C  1.2235  2.0286  0.2566
N  0.5282  3.1559  -0.4333
C  -0.1711  2.7909  -1.6993
C  -0.9183  1.4133  -1.6495
H  -3.8154  -0.4854  0.1654
H  -3.4747  -0.6885  -1.4711
H  -1.3410  -2.2774  0.6055
H  -1.8027  1.5188  0.4096
H  0.8534  -0.1012  -0.0114
H  0.2683  0.5566  1.5603
H  1.4945  2.4073  1.2707
H  2.1674  1.7149  -0.2321
H  -0.0668  3.6591  0.2291
H  1.2571  3.8316  -0.6880
H  -0.9469  3.5752  -1.8717
H  0.5090  2.8518  -2.5727
H  -1.9344  1.5169  -2.0957
H  -0.3597  0.6829  -2.2697
F  1.7858  -4.2338  -0.1274
As  1.8868  -3.7873  1.5773
F  0.1389  -4.0375  1.7425
F  1.6000  -2.0890  1.1499
F  1.9807  -3.3331  3.2815
F  3.6253  -3.5276  1.4094
F  2.1746  -5.4725  2.0063

Forces on atoms 1 to 6 (eV/Å):
0.847 0.361 0.663
0.456 -1.478 -0.218
-1.253 2.483 0.383
1.415 0.055 -0.351
-0.334 0.245 -0.550
0.225 -1.421 1.931

- Spin multiplicity: 1
- Highest occupied orbital energy: -0.37151 Ha
- Calculated total energy: -3243.60866 Eh
- Max |F|: 0.0546 Eh/bohr
- Kohn-Sham gap: 8.609 eV

> Which formula does entry 6 have?

C5H14